Entry 1:
C32H87F12MgN9O20S4 | ωB97M-V with the def2-TZVPD basis set

For the total energy, the calculation gives -6260.04808 hartree. The charge is 0. The LUMO energy is -0.0262 Eh.

Element x y z (Å)
H1 0.41 -5.45 -3.31
H2 -6.40 -3.00 1.52
H3 -1.43 -4.20 5.73
O1 -0.49 0.49 -1.50
H4 7.74 -0.99 1.73
F1 2.58 5.60 3.56
N1 -3.71 -5.42 4.35
H5 2.53 -4.66 -6.40
H6 -5.01 -1.62 -1.84
H7 -8.97 1.38 6.32
C1 3.93 -4.17 -0.38
F2 2.32 -1.11 0.15
H8 -5.13 -2.68 0.61
C2 2.09 -0.59 -1.01
F3 1.75 4.52 -2.16
S1 2.30 6.16 1.10
H9 -5.89 1.11 3.33
N2 6.78 -1.25 1.91
H10 1.22 0.53 4.37
C3 -1.34 -3.90 -2.17
H11 2.49 0.32 5.17
C4 3.38 6.26 2.68
H12 -3.06 1.23 -2.98
H13 -2.10 1.89 6.13
F4 3.53 3.54 -2.81
H14 7.16 -1.21 -1.40
H15 -3.67 0.63 -5.52
C5 0.73 0.16 -6.71
C6 3.07 4.53 -2.04
C7 -3.44 -3.62 2.75
C8 5.81 3.17 4.02
H16 5.60 -5.46 0.10
O2 0.00 0.04 2.92
H17 2.34 -4.57 -1.58
O3 -4.91 0.10 -2.78
O4 2.04 0.96 4.62
C9 -4.67 1.07 -5.47
O5 2.86 7.19 0.17
H18 -3.57 -1.49 -2.94
H19 2.00 -2.75 -3.53
C10 6.31 -1.73 -1.85
H20 -10.35 3.39 6.24
F5 1.67 -1.47 -1.89
H21 5.58 -1.05 -2.29
H22 6.59 3.80 3.61
F6 3.56 7.56 3.03
C11 4.84 -4.93 0.66
O6 -7.09 2.54 4.30
N3 2.27 -3.53 -4.11
H23 -4.32 2.00 -2.10
H24 -0.10 1.05 -3.56
O7 3.96 2.83 -0.25
H25 -1.12 3.81 -0.52
H26 -5.29 0.18 -5.48
N4 2.30 4.41 0.65
H27 6.57 -1.77 1.07
S2 3.54 4.21 -0.23
H28 4.33 -0.93 3.45
C12 0.01 -4.65 -3.93
C13 4.41 -0.14 -4.64
H29 2.87 -2.97 -4.70
H30 -0.30 0.11 -7.05
O8 2.57 2.29 2.41
H31 0.61 -3.29 -5.50
H32 3.41 -3.44 0.24
H33 -8.39 3.29 2.89
H34 -8.66 4.05 5.88
N5 -0.24 1.06 -4.56
H35 -0.71 -5.13 -4.60
H36 -6.12 2.48 2.35
F7 4.54 5.63 2.44
H37 -2.94 -4.35 2.11
H38 -1.84 0.97 4.95
H39 3.72 -0.09 2.08
H40 6.70 -2.42 -2.60
H41 1.91 -5.95 -5.29
H42 -5.04 2.67 3.68
H43 5.31 -4.26 1.39
H44 -10.39 2.19 4.06
C14 5.89 -0.12 2.03
F8 3.45 5.75 -2.33
F9 -2.48 1.74 2.56
H45 3.46 -5.60 -1.84
O9 0.16 3.48 2.85
O10 5.70 -2.54 -0.83
O11 -0.58 3.89 0.26
H46 -3.69 -3.35 4.87
H47 -0.99 4.59 0.76
H48 7.34 1.35 2.63
C15 6.36 1.04 3.00
H49 4.26 -5.70 1.17
H50 5.09 -4.14 -2.07
H51 2.20 1.82 3.17
O12 4.62 5.18 -0.01
F10 3.24 -0.09 -1.45
H52 -10.03 4.41 4.94
H53 -0.72 3.85 2.82
O13 -1.59 1.81 5.33
F11 -2.32 1.71 0.36
H54 -5.78 2.08 -3.96
F12 -3.14 -0.12 1.32
H55 5.89 0.33 1.04
C16 2.25 0.61 -4.61
N6 0.52 1.38 0.83
H56 -3.91 3.68 -3.55
N7 -9.45 1.17 5.46
C17 1.06 -4.04 -4.85
O14 -0.36 -3.57 -3.11
N8 3.02 -5.12 -1.07
C18 -1.72 -4.06 4.69
O15 1.41 2.02 -1.44
H57 4.08 -2.71 -2.00
S3 0.74 0.88 -0.85
H58 -4.66 -5.24 4.06
O16 5.41 2.14 3.17
C19 4.71 -3.37 -1.40
H59 -2.94 -2.67 2.56
H60 -3.53 3.28 -5.14
H61 2.22 1.04 -3.61
H62 -1.03 -4.75 -1.57
H63 -3.26 -6.05 3.70
H64 1.08 1.17 -6.95
H65 0.59 -0.83 -4.88
H66 6.12 2.77 4.99
H67 4.69 0.35 -3.71
H68 -1.24 -3.12 4.45
H69 -4.94 1.62 -6.38
H70 4.65 0.56 -5.45
Mg1 1.08 3.14 1.22
H71 4.43 -1.69 1.77
C20 -5.98 2.20 3.39
H72 -1.17 -4.80 4.12
H73 0.29 3.26 3.77
C21 -4.72 2.00 -4.20
O17 -0.31 -1.07 0.71
C22 -5.38 -2.66 1.67
H74 -8.33 1.52 3.01
C23 -9.46 2.35 4.60
C24 -9.58 3.60 5.50
O18 0.94 6.63 1.51
H75 -5.33 -1.59 1.85
H76 -3.56 -0.75 -1.37
N9 -4.25 3.34 -4.44
C25 -2.19 0.88 1.47
H77 -1.48 -3.09 -1.46
O19 -4.82 -3.60 2.57
H78 0.95 -5.44 -6.55
H79 1.30 -0.54 -7.31
C26 1.68 -5.04 -5.84
C27 -8.31 2.45 3.57
H80 6.47 0.57 3.98
H81 2.58 1.46 -5.19
C28 0.86 0.19 -5.12
H82 -8.93 0.47 4.96
H83 3.52 2.14 2.48
C29 4.49 -0.79 2.38
C30 -3.20 -4.07 4.23
H84 4.98 3.81 4.30
H85 -1.10 0.60 -4.82
C31 -4.15 1.35 -2.95
S4 -0.30 0.18 1.48
H86 5.02 -1.03 -4.77
H87 -2.30 -4.14 -2.63
C32 -4.20 -0.99 -2.22
O20 3.05 -0.55 -4.65

These are the Mulliken partial charges, in e, on atoms 1 to 6: H 0.417; H 0.397; H 0.354; O 0.078; H 0.328; F -0.214

=====

Entry 2:
C32H88N8O8 | ωB97M-V with the def2-TZVPD basis set

For the total energy, the calculation gives -2311.76376 hartree. The charge is 0. The LUMO energy is 0.0191 Eh.

Element x y z (Å)
H1 -1.01 0.02 0.56
H2 -2.31 -5.16 -1.26
H3 -2.27 2.88 -0.65
H4 0.65 0.28 -1.78
H5 8.36 5.71 -2.13
H6 4.03 -1.58 -1.29
H7 -4.96 3.32 -2.85
H8 0.15 -3.33 -3.24
O1 -4.46 4.57 4.06
C1 -0.01 0.33 -2.64
H9 -3.54 1.15 -4.44
C2 -4.33 2.19 3.62
C3 3.61 -2.19 -3.34
H10 -5.51 5.45 5.66
H11 -2.03 -1.32 -0.94
H12 4.42 -3.92 -4.04
C4 -0.16 0.30 5.08
H13 4.60 -0.19 -6.57
C5 -0.34 0.93 6.48
H14 3.15 -1.02 -6.09
O2 -3.21 2.44 -2.42
H15 3.09 -4.19 -3.18
O3 1.24 -1.39 0.89
C6 -1.18 -1.02 0.84
H16 -5.04 2.24 2.77
C7 -0.59 -3.69 -3.97
H17 -2.08 -0.27 2.69
H18 -0.34 0.12 7.21
N1 -3.90 1.81 -5.11
C8 7.61 3.01 -1.45
C9 8.85 4.78 -2.44
H19 -0.06 -3.80 -4.92
H20 -3.94 0.03 3.95
H21 -3.55 5.11 -5.52
N2 -3.02 -4.26 1.20
N3 3.94 -3.63 -3.19
H22 -0.60 -0.88 -4.86
C10 -1.23 -1.20 -4.02
H23 5.03 0.98 -0.45
C11 -3.58 3.18 -4.63
H24 -0.84 -5.40 2.06
H25 5.45 -1.11 -3.37
C12 -3.91 3.43 -3.18
H26 -5.21 4.38 -5.32
H27 5.14 2.62 0.11
H28 -1.01 -4.65 -3.67
N4 -1.62 -1.93 -0.24
H29 -2.07 -0.49 -4.12
C13 -4.70 0.78 4.12
H30 -1.92 2.03 5.57
N5 -2.59 -2.95 -5.23
C14 -4.16 4.22 -5.59
H31 -3.78 -3.99 0.59
H32 6.52 1.58 0.41
C15 -1.65 -5.59 -0.50
H33 7.00 1.40 -3.35
O4 -0.66 -0.91 -2.76
H34 -1.61 2.36 7.15
H35 2.89 -0.55 -2.27
O5 7.88 3.77 -2.62
H36 0.61 2.39 7.77
H37 -2.56 -1.89 2.29
H38 0.67 2.79 6.08
H39 -0.21 1.14 4.39
H40 -1.06 -7.72 3.80
H41 3.13 0.77 -6.07
H42 -3.98 3.14 5.50
C16 4.66 -1.37 -4.07
H43 -4.84 0.80 5.22
H44 3.14 2.76 7.85
O6 -1.20 -7.42 1.70
C17 3.74 -0.11 -5.89
H45 -0.91 -0.46 4.90
H46 -3.50 1.74 -0.49
H47 -4.22 3.98 -6.65
H48 -4.01 3.40 -0.72
H49 -2.84 1.60 2.39
C18 5.74 1.80 -0.32
C19 0.04 -1.61 1.56
H50 2.03 -0.33 2.45
C20 6.29 2.30 -1.66
C21 3.07 2.36 6.83
H51 4.05 1.89 6.72
H52 3.01 3.16 6.08
H53 -1.42 -6.61 -0.76
H54 -0.82 -2.27 -0.78
N6 6.44 1.15 -2.53
H55 -3.38 -6.20 0.62
C22 -3.27 2.67 -1.03
H56 -0.74 1.13 -2.50
H57 -5.62 3.14 5.04
C23 -1.67 -6.11 1.97
H58 2.93 -0.14 0.91
H59 -0.49 -9.00 2.88
H60 -0.77 -4.96 -0.40
H61 0.06 -1.21 2.58
H62 -2.28 -8.64 2.93
H63 -2.37 -2.37 -6.04
C24 -1.27 -8.23 2.85
H64 -2.74 3.21 2.84
C25 -2.33 -0.92 1.85
H65 7.54 3.70 -0.60
H66 -2.49 3.20 -4.69
O7 2.07 1.41 6.63
H67 9.34 4.94 -3.40
H68 -4.57 6.50 4.54
H69 8.42 2.29 -1.29
H70 -5.73 0.52 3.86
H71 5.57 3.03 -2.06
H72 -3.62 4.44 -2.87
H73 9.66 4.47 -1.78
H74 0.59 0.56 -3.52
H75 -2.32 -6.07 2.84
C26 -4.60 5.56 5.08
H76 -0.19 -2.68 1.67
H77 -2.30 -3.59 0.87
H78 2.74 -2.24 -4.02
H79 5.11 -1.96 -4.88
C27 3.23 -1.56 -2.02
H80 1.46 0.68 1.14
H81 -3.24 -0.53 1.38
H82 2.30 -1.99 -1.64
H83 -3.78 5.48 5.80
H84 0.81 -0.20 5.02
C28 -2.50 -5.58 0.81
C29 -4.62 3.29 4.62
O8 4.09 -0.16 -4.52
C30 1.95 -0.28 1.36
H85 -4.92 1.74 -4.96
H86 -2.31 -2.85 -3.22
N7 -2.96 2.27 3.14
C31 0.77 1.94 6.78
C32 -1.70 -2.64 -4.11
H87 5.59 0.73 -2.88
N8 -1.61 1.63 6.44
H88 -3.51 -2.58 -4.99

These are the Mulliken partial charges, in e, on atoms 1 to 6: H 0.128; H 0.297; H 0.258; H -0.073; H 0.267; H 0.355

=====

Entry 3:
C32H88N8O8 | ωB97M-V with the def2-TZVPD basis set

For the total energy, the calculation gives -2311.80557 hartree. The charge is 0. The LUMO energy is 0.0226 Eh.

Element x y z (Å)
H1 -5.31 -2.47 -0.26
H2 -0.05 5.57 3.51
O1 0.75 -7.52 1.87
C1 2.99 2.60 0.61
H3 -7.11 -2.72 -1.97
N1 7.22 4.81 0.60
H4 -3.16 -0.55 -2.61
H5 -0.44 -6.07 2.76
H6 1.63 0.12 -0.84
H7 -5.14 -1.88 -4.31
H8 -0.98 -0.93 -0.16
H9 1.52 6.56 2.17
H10 -5.92 -3.26 -2.89
H11 0.71 -1.05 -2.71
H12 -1.83 0.88 -1.93
C2 1.96 7.72 -1.72
C3 -3.39 -1.09 -5.14
C4 -6.10 -4.28 -1.15
H13 4.09 -9.21 4.29
H14 -1.45 -3.86 -2.51
C5 2.73 -8.20 3.01
H15 -0.42 -0.26 4.92
H16 0.71 -8.86 3.42
H17 2.40 -10.01 1.87
H18 -4.62 -0.84 -2.09
C6 0.91 5.82 1.63
C7 -4.99 -3.51 -0.45
H19 -1.66 0.36 -6.70
C8 -2.77 5.66 2.09
H20 1.82 4.44 3.80
H21 -0.40 1.17 4.22
H22 -2.73 -3.69 1.25
C9 1.29 -3.57 1.85
O2 -2.46 -0.09 -4.86
H23 7.77 5.46 1.15
H24 6.08 6.55 2.15
H25 7.78 3.97 0.56
O3 3.96 3.28 1.37
H26 0.90 7.95 -1.86
H27 -1.24 1.46 -0.41
C10 0.23 4.94 2.66
H28 -0.59 3.35 1.50
H29 2.35 8.12 -0.79
H30 3.60 5.13 -0.78
O4 -4.73 -4.11 0.80
C11 -0.39 -0.43 -0.93
H31 -1.08 -1.28 -2.74
H32 2.93 -8.65 0.89
H33 2.49 8.16 -2.56
H34 1.62 5.32 0.97
H35 -5.81 0.42 -5.14
N2 -0.59 0.19 4.02
C12 2.17 6.21 -1.77
H36 4.07 -9.53 1.90
C13 -0.93 0.94 -1.32
H37 -2.88 -2.06 -5.18
H38 -0.54 0.44 -5.27
O5 -1.83 4.93 1.33
H39 1.12 -0.99 0.35
H40 -4.11 -3.45 -1.11
O6 1.80 4.18 -2.96
H41 2.74 3.11 -0.34
H42 -6.85 -4.40 -0.37
H43 2.06 -3.94 1.17
H44 2.11 2.58 1.23
C14 6.00 4.53 1.41
C15 -1.05 -3.45 -1.56
H45 -6.39 -6.17 -2.14
H46 -3.86 -3.70 2.58
H47 0.80 4.00 -4.77
C16 5.12 3.60 0.63
H48 4.70 5.70 2.65
H49 -5.99 0.44 -3.42
H50 3.24 -7.24 2.86
H51 1.77 1.55 3.38
N3 -3.93 -1.20 -2.75
H52 -1.88 -2.90 -1.11
C17 -5.25 0.29 -4.21
H53 -3.37 5.00 2.72
C18 0.87 3.53 -3.78
H54 2.21 0.08 4.27
C19 3.06 -9.13 1.85
H55 -3.89 -0.93 -6.11
H56 -3.84 -2.33 1.42
C20 -4.50 -1.02 -4.10
H57 -0.13 3.51 -3.34
C21 1.75 5.59 -3.08
C22 -1.36 -0.09 -5.75
H58 -0.20 1.62 -1.75
N4 1.13 3.93 3.26
H59 -0.83 -4.30 -0.91
C23 -3.76 -3.41 1.54
O7 1.46 -2.21 2.14
C24 0.56 -1.71 3.12
H60 0.13 0.08 2.09
H61 6.30 4.06 2.35
H62 5.70 2.67 0.45
C25 5.33 5.85 1.76
H63 4.13 5.63 -2.19
H64 4.75 6.30 0.96
H65 2.31 5.94 -3.96
C26 0.49 -0.21 3.08
H66 -5.47 -6.32 -0.68
C27 -0.16 -1.34 -2.13
H67 0.71 5.90 -3.24
N5 -6.68 -3.58 -2.29
H68 4.86 3.92 -0.38
H69 0.18 6.35 1.02
H70 -3.48 6.13 1.41
H71 -4.54 1.12 -4.10
C28 -0.45 -6.79 1.94
N6 3.57 5.93 -1.40
H72 -1.05 -1.11 -5.99
H73 -1.46 3.70 2.97
C29 -0.97 4.18 2.12
O8 0.09 -2.68 -1.77
H74 -0.43 -2.12 2.88
H75 3.19 -8.12 5.02
H76 1.72 3.52 2.55
H77 3.24 1.56 0.40
C30 -5.64 -5.66 -1.54
H78 -1.31 -7.47 1.91
H79 1.23 2.51 -3.95
N7 0.89 -0.18 -0.22
N8 3.16 -8.80 4.27
H80 -4.71 -5.59 -2.12
H81 1.09 -7.19 3.91
H82 -0.58 -6.26 0.99
H83 2.54 0.10 2.57
H84 0.33 -3.72 1.34
H85 -2.29 6.48 2.64
H86 0.84 -2.09 4.11
H87 1.39 -4.21 2.74
C31 1.24 -7.94 3.12
C32 1.83 0.47 3.31
H88 1.51 5.72 -1.06

These are the Mulliken partial charges, in e, on atoms 1 to 6: H 0.355; H 0.310; O -0.307; C -0.153; H 0.330; N -0.735